{
  "formula": "C51H101F4NO18S",
  "method": "ωB97M-V/def2-TZVPD",
  "homo_lumo_gap_ev": 9.184,
  "e_tot_ev": -114571.631,
  "molar_mass_g_mol": 1124.4,
  "homo_energy_ev": -9.01,
  "species": ["C", "C", "O", "C", "C", "C", "C", "C", "N", "C", "O", "C", "F", "F", "F", "S", "O", "O", "F", "H", "H", "H", "H", "H", "H", "H", "H", "H", "H", "H", "H", "H", "H", "H", "H", "H", "C", "C", "O", "C", "H", "H", "H", "H", "H", "H", "C", "C", "O", "C", "H", "H", "H", "H", "H", "H", "C", "C", "O", "C", "H", "H", "H", "H", "H", "H", "C", "C", "O", "C", "H", "H", "H", "H", "H", "H", "C", "C", "O", "C", "H", "H", "H", "H", "H", "H", "C", "C", "O", "C", "H", "H", "H", "H", "H", "H", "C", "C", "O", "C", "H", "H", "H", "H", "H", "H", "C", "C", "O", "C", "H", "H", "H", "H", "H", "H", "C", "C", "O", "C", "H", "H", "H", "H", "H", "H", "C", "C", "O", "C", "H", "H", "H", "H", "H", "H", "C", "C", "O", "C", "H", "H", "H", "H", "H", "H", "C", "C", "O", "C", "H", "H", "H", "H", "H", "H", "C", "C", "O", "C", "H", "H", "H", "H", "H", "H", "C", "C", "O", "C", "H", "H", "H", "H", "H", "H"],
  "xyz": [[10.250, -0.438, 0.572], [9.562, -0.728, -0.855], [8.655, 0.343, -1.241], [7.309, -0.144, -1.042], [6.178, 0.940, -1.289], [6.077, 2.081, -0.176], [6.034, 1.552, 1.327], [4.596, 1.064, 1.815], [4.550, -0.308, 2.408], [4.590, -1.379, 1.391], [3.235, -1.406, 0.811], [3.180, -2.281, -0.266], [1.816, -2.382, -0.610], [3.813, -1.790, -1.412], [3.581, -3.589, 0.051], [5.679, -0.543, 3.668], [5.871, 0.743, 4.421], [5.199, -1.595, 4.635], [7.180, -1.039, 3.146], [11.165, 0.217, 0.450], [10.591, -1.430, 1.023], [9.512, 0.005, 1.326], [9.007, -1.725, -0.733], [10.384, -0.898, -1.625], [7.147, -0.977, -1.821], [7.272, -0.652, -0.024], [6.457, 1.476, -2.275], [5.159, 0.459, -1.506], [6.921, 2.831, -0.345], [5.100, 2.649, -0.387], [6.314, 2.446, 1.990], [6.871, 0.799, 1.461], [3.902, 1.059, 0.908], [4.141, 1.796, 2.564], [5.298, -1.187, 0.526], [4.731, -2.395, 1.888], [1.396, -0.039, -2.726], [1.767, 1.418, -2.685], [2.616, 1.830, -1.916], [1.047, 2.343, -3.630], [1.991, -0.582, -1.996], [0.340, -0.161, -2.478], [1.602, -0.446, -3.718], [-0.025, 2.327, -3.421], [1.237, 2.040, -4.662], [1.416, 3.361, -3.490], [-1.072, -7.036, 0.019], [-0.587, -5.913, -0.858], [-1.252, -5.510, -1.796], [0.751, -5.306, -0.531], [-2.048, -7.374, -0.333], [-0.373, -7.874, -0.029], [-1.174, -6.687, 1.049], [1.532, -6.066, -0.603], [0.730, -4.879, 0.474], [0.970, -4.511, -1.244], [3.216, -1.703, -6.752], [2.537, -0.477, -7.305], [2.956, 0.639, -7.065], [1.319, -0.687, -8.166], [4.076, -1.400, -6.152], [2.522, -2.257, -6.116], [3.565, -2.336, -7.571], [0.542, -1.196, -7.592], [1.584, -1.274, -9.047], [0.936, 0.281, -8.492], [-6.464, -5.420, 1.173], [-4.966, -5.560, 1.140], [-4.382, -6.300, 1.911], [-4.216, -4.750, 0.117], [-6.871, -6.060, 1.957], [-6.736, -4.385, 1.390], [-6.888, -5.729, 0.216], [-4.388, -3.685, 0.288], [-4.539, -5.030, -0.888], [-3.147, -4.951, 0.209], [8.385, 1.640, -5.060], [6.910, 1.915, -5.180], [6.119, 1.494, -4.357], [6.450, 2.730, -6.359], [8.570, 1.043, -4.164], [8.731, 1.081, -5.932], [8.931, 2.580, -4.973], [6.711, 2.219, -7.289], [6.912, 3.719, -6.330], [5.366, 2.848, -6.317], [1.342, 6.985, -0.527], [2.457, 6.010, -0.793], [3.563, 6.390, -1.131], [2.147, 4.547, -0.623], [1.703, 8.001, -0.686], [0.512, 6.797, -1.212], [1.007, 6.892, 0.507], [1.353, 4.253, -1.311], [1.845, 4.351, 0.408], [3.037, 3.959, -0.846], [3.032, 11.278, 2.269], [2.768, 10.085, 1.389], [1.639, 9.663, 1.222], [3.956, 9.437, 0.727], [2.088, 11.642, 2.679], [3.687, 10.993, 3.095], [3.491, 12.077, 1.683], [4.650, 9.071, 1.486], [4.455, 10.156, 0.074], [3.621, 8.591, 0.124], [-3.719, 5.785, 1.405], [-2.248, 5.948, 1.679], [-1.508, 4.984, 1.751], [-1.729, 7.349, 1.862], [-3.952, 4.724, 1.296], [-4.299, 6.187, 2.238], [-3.983, 6.299, 0.478], [-2.221, 7.820, 2.716], [-1.904, 7.931, 0.955], [-0.655, 7.314, 2.052], [-8.908, -9.326, 1.540], [-9.584, -8.101, 0.985], [-9.162, -6.985, 1.222], [-10.801, -8.312, 0.126], [-8.047, -9.024, 2.139], [-9.602, -9.877, 2.178], [-8.561, -9.962, 0.723], [-11.578, -8.817, 0.702], [-10.538, -8.902, -0.754], [-11.183, -7.344, -0.204], [-15.885, -8.087, 0.933], [-14.414, -7.931, 1.209], [-13.682, -8.898, 1.294], [-13.885, -6.531, 1.374], [-16.125, -9.147, 0.837], [-16.464, -7.670, 1.760], [-16.144, -7.583, 0.000], [-14.376, -6.046, 2.220], [-14.055, -5.958, 0.460], [-12.811, -6.570, 1.568], [-3.156, 7.070, 6.837], [-2.684, 8.210, 5.973], [-3.352, 8.617, 5.044], [-1.350, 8.824, 6.306], [-4.129, 6.727, 6.482], [-2.449, 6.241, 6.777], [-3.259, 7.405, 7.871], [-0.563, 8.072, 6.223], [-1.373, 9.237, 7.317], [-1.138, 9.632, 5.603], [-1.659, 1.157, 1.911], [-1.940, -0.044, 1.047], [-3.073, -0.456, 0.887], [-0.763, -0.715, 0.388], [-2.597, 1.536, 2.319], [-1.005, 0.874, 2.739], [-1.194, 1.945, 1.315], [-0.070, -1.081, 1.149], [-0.259, -0.011, -0.276], [-1.115, -1.564, -0.202], [-14.189, -9.179, 6.526], [-14.857, -9.659, 5.265], [-15.933, -9.215, 4.912], [-14.141, -10.708, 4.458], [-14.817, -8.425, 7.004], [-14.056, -10.013, 7.217], [-13.222, -8.730, 6.287], [-14.007, -11.611, 5.057], [-13.173, -10.326, 4.127], [-14.738, -10.958, 3.578], [12.196, 4.598, -5.084], [11.311, 4.547, -3.866], [10.346, 3.811, -3.818], [11.670, 5.444, -2.711], [11.819, 3.901, -5.835], [12.190, 5.605, -5.506], [13.214, 4.307, -4.816], [11.641, 6.488, -3.028], [12.664, 5.190, -2.338], [10.947, 5.302, -1.906]],
  "forces_ev_per_angstrom": [[-0.2, -0.5, -0.2], [0.6, -0.4, 1.2], [-0.1, -1.3, 0.5], [-0.9, -0.7, -0.9], [0.8, 0.8, -0.4], [-0.7, -0.2, -0.4], [0.5, 1.5, 0.0], [0.0, 1.2, -0.8], [1.9, -0.6, -0.5], [-0.3, -0.8, -0.1], [1.1, -1.5, -1.4], [-2.3, 0.1, -0.2], [2.7, 0.2, 0.7], [-0.6, -1.5, 2.4], [-0.2, 2.8, -0.9], [-1.1, 0.8, 7.1], [-0.1, -3.0, -3.6], [1.5, 1.9, -4.2], [-2.3, 0.7, -0.1], [-1.2, -0.6, 0.3], [-0.3, 1.2, -0.7], [1.0, -0.4, -1.2], [0.6, 1.4, -0.4], [-1.2, 0.5, 0.8], [0.1, 1.0, 1.1], [-0.2, 0.7, -1.0], [-0.5, -1.1, 1.6], [1.5, 0.5, 0.5], [-1.0, -1.1, 0.5], [1.4, -0.7, 0.3], [-0.3, -1.4, -0.8], [-1.2, 0.6, 0.0], [0.8, -0.3, 1.2], [0.8, -1.2, -1.0], [-0.6, -0.1, 1.2], [0.2, 1.5, -0.5], [0.2, 0.0, 0.2], [0.5, 0.2, 0.3], [-0.3, -0.3, -0.3], [0.2, 0.3, 0.1], [-0.1, 0.2, -0.2], [0.0, -0.1, -0.3], [-0.2, 0.0, 0.0], [0.0, -0.1, -0.2], [-0.2, -0.1, 0.0], [0.0, -0.1, 0.0], [-0.3, 0.0, -0.2], [-0.4, 0.2, -0.6], [0.4, -0.2, 0.5], [0.0, 0.2, -0.3], [0.1, 0.1, 0.1], [0.1, 0.1, 0.2], [0.1, -0.1, 0.0], [0.0, 0.0, 0.2], [0.1, -0.2, 0.0], [-0.1, -0.1, 0.1], [0.3, 0.2, 0.2], [0.3, 0.6, 0.1], [-0.2, -0.4, -0.1], [-0.1, 0.4, -0.1], [-0.1, 0.0, -0.1], [0.0, -0.2, -0.2], [-0.2, -0.1, 0.1], [0.1, -0.2, -0.1], [-0.1, -0.2, 0.1], [0.1, -0.1, 0.1], [0.1, -0.3, 0.4], [0.2, -0.3, 0.3], [-0.1, 0.2, -0.3], [0.3, -0.1, 0.2], [0.0, 0.1, -0.2], [-0.1, 0.0, -0.2], [-0.1, 0.2, 0.0], [-0.1, 0.0, -0.2], [0.0, 0.2, 0.0], [-0.1, 0.0, 0.0], [-0.1, -0.2, 0.2], [-0.2, -0.3, 0.3], [0.2, 0.2, -0.5], [-0.4, 0.0, 0.1], [0.0, 0.1, -0.1], [0.1, 0.2, -0.1], [0.1, -0.1, -0.2], [0.1, 0.1, 0.0], [0.1, -0.1, -0.1], [0.1, -0.1, 0.0], [0.3, 0.3, -0.2], [0.4, 0.1, -0.1], [-0.4, -0.1, 0.2], [0.5, 0.0, 0.0], [-0.1, -0.1, 0.1], [-0.1, -0.1, 0.2], [-0.2, -0.1, -0.1], [-0.1, 0.0, 0.2], [-0.3, 0.0, -0.1], [-0.2, 0.1, 0.0], [-0.4, 0.1, 0.1], [-0.5, -0.2, -0.1], [0.5, 0.2, 0.1], [-0.3, -0.3, -0.2], [0.1, -0.1, -0.1], [0.1, 0.1, -0.1], [0.2, -0.1, 0.1], [0.1, 0.2, -0.1], [0.2, 0.0, 0.2], [0.1, 0.1, 0.1], [0.0, -0.4, 0.0], [0.4, -0.4, 0.0], [-0.2, 0.3, 0.0], [0.3, -0.2, 0.1], [0.1, 0.1, 0.0], [0.0, 0.2, -0.1], [-0.1, 0.1, 0.1], [-0.1, 0.1, -0.2], [-0.1, 0.1, 0.1], [-0.1, 0.0, 0.0], [0.3, 0.2, 0.2], [0.1, 0.6, 0.0], [-0.2, -0.4, 0.0], [0.1, 0.3, 0.0], [-0.1, 0.0, -0.1], [0.0, -0.1, -0.2], [-0.2, -0.1, 0.1], [0.1, -0.1, -0.2], [-0.1, -0.1, 0.1], [0.1, -0.1, 0.0], [0.0, -0.4, 0.0], [0.2, -0.4, 0.1], [-0.4, 0.3, 0.1], [0.4, -0.1, 0.1], [0.0, 0.1, 0.0], [0.0, 0.1, -0.1], [-0.1, 0.1, 0.1], [-0.1, 0.1, -0.2], [-0.1, 0.1, 0.1], [-0.1, 0.0, 0.0], [-0.3, -0.1, -0.2], [-0.3, 0.2, -0.4], [0.3, -0.2, 0.3], [0.0, 0.3, -0.3], [0.1, 0.1, 0.0], [0.0, 0.1, 0.2], [0.2, -0.1, 0.0], [0.0, 0.0, 0.2], [0.1, -0.2, 0.0], [0.0, -0.1, 0.1], [-0.3, 0.0, 0.0], [-0.6, -0.2, 0.0], [0.4, 0.1, 0.0], [-0.2, -0.3, -0.2], [0.1, 0.0, -0.1], [0.2, 0.1, -0.1], [0.2, 0.0, 0.2], [0.1, 0.2, -0.1], [0.2, 0.0, 0.2], [0.0, 0.1, 0.1], [-0.3, 0.3, 0.1], [-0.5, 0.2, -0.2], [0.4, -0.1, 0.1], [-0.3, 0.0, -0.3], [0.1, -0.1, -0.1], [0.2, 0.0, -0.1], [0.1, -0.2, 0.1], [0.2, 0.1, 0.0], [0.1, -0.1, 0.1], [0.1, 0.1, 0.1], [-0.2, -0.3, -0.2], [-0.5, -0.3, 0.1], [0.4, 0.4, 0.0], [-0.3, -0.1, 0.2], [0.0, 0.1, 0.1], [0.2, 0.0, 0.1], [0.0, 0.2, 0.0], [0.2, 0.0, 0.0], [0.1, 0.2, -0.1], [0.1, 0.0, -0.1]]
}